(1)
Computed, not measured: an isolated molecule of C4H9NO, with the ωB97M-V functional and the def2-TZVPD basis.

Each atom is followed by the atoms it is bonded to, with distances in Å.
Positions of all 15 atoms, in Å:
1 C 1.808 0.245 -0.365  C2 1.527, H7 1.094, H8 1.096, H9 1.097
2 C 0.712 -0.576 0.310  C1 1.527, O3 1.412, C4 1.528, H10 1.098
3 O 0.695 -0.319 1.699  C2 1.412, H11 0.962
4 C -0.635 -0.421 -0.395  C2 1.528, C5 1.477, N6 1.490, H12 1.100
5 C -1.930 -0.764 0.227  C4 1.477, N6 1.570, H14 1.099
6 N -1.514 0.727 -0.035  C4 1.490, C5 1.570, H13 1.010, H15 1.016
7 H 2.753 0.105 0.168  C1 1.094
8 H 1.948 -0.063 -1.407  C1 1.096
9 H 1.563 1.315 -0.351  C1 1.097
10 H 0.958 -1.641 0.216  C2 1.098
11 H 0.021 0.335 1.906  O3 0.962
12 H -0.483 -0.421 -1.484  C4 1.100
13 H -1.369 1.257 0.812  N6 1.010
14 H -2.656 -0.988 -0.568  C5 1.099
15 H -1.843 1.305 -0.803  N6 1.016

Summary:
DFT total energy: -7827.9173 eV
multiplicity: 1
LUMO level: 0.539 eV
energy above the lowest of the compared OMol25 structures with the same formula, charge and spin: 101.53 kcal/mol

=====

(2)
Computed, not measured: a cluster of 3 separate species, C2H13N2O2 in total, with the ωB97M-V functional and the def2-TZVPD basis.

Each atom is followed by the atoms it is bonded to, with distances in Å.
Positions of all 19 atoms, in Å:
1 N -0.900 0.583 0.603  C2 1.522, H5 1.038, H6 1.027, H7 1.023
2 C -0.932 1.625 -0.507  N1 1.522, C3 1.518, H8 1.093, H9 1.091
3 C 0.058 1.196 -1.575  C2 1.518, N4 1.457, H10 1.089, H11 1.087
4 N -0.423 -0.025 -2.209  C3 1.457, H12 1.008, H13 1.010
5 H -0.742 -0.273 0.039  N1 1.038
6 H -0.074 0.726 1.196  N1 1.027
7 H -1.767 0.450 1.128  N1 1.023
8 H -1.947 1.600 -0.911  C2 1.093
9 H -0.806 2.622 -0.084  C2 1.091
10 H 0.181 1.986 -2.314  C3 1.089
11 H 1.023 1.037 -1.099  C3 1.087
12 H -0.580 0.086 -3.199  N4 1.008
13 H 0.199 -0.809 -2.068  N4 1.010
14 H 0.664 -2.687 1.536  O16 0.971
15 H -0.084 -3.620 0.675  O16 0.966
16 O -0.148 -2.713 1.004  H14 0.971, H15 0.966
17 H 2.228 0.777 2.398  O19 0.972
18 H 2.208 -0.744 2.509  O19 0.964
19 O 1.886 -0.021 1.960  H17 0.972, H18 0.964

Summary:
DFT total energy: -9354.0742 eV
net charge: +1
multiplicity: 1
LUMO level: -3.019 eV
energy above the lowest of the compared OMol25 structures with the same formula, charge and spin: 12.90 kcal/mol

=====

(3)
Computed, not measured: a cluster of 5 separate species, C7H23BrN7O4 in total, with the ωB97M-V functional and the def2-TZVPD basis.

Each atom is followed by the atoms it is bonded to, with distances in Å.
Positions of all 42 atoms, in Å:
1 Br 1.354 -1.174 -0.025  no bonds
2 C -3.637 3.049 -2.781  C3 1.544, H8 1.090, H9 1.090, H10 1.090
3 C -4.538 2.373 -3.836  C2 1.544, C4 1.555, N7 1.435, H11 1.090
4 C -4.386 2.837 -5.312  C3 1.555, O5 1.481, H12 1.090, H13 1.090
5 O -4.966 1.854 -6.256  C4 1.481, C6 1.454
6 C -4.920 2.230 -7.659  O5 1.454, H14 1.090, H15 1.090, H16 1.090
7 N -4.189 0.981 -3.787  C3 1.435, H17 1.010, H18 1.010
8 H -2.617 2.697 -2.626  C2 1.090
9 H -3.944 2.725 -1.787  C2 1.090
10 H -3.585 4.124 -2.957  C2 1.090
11 H -5.603 2.477 -3.624  C3 1.090
12 H -3.364 2.875 -5.687  C4 1.090
13 H -4.756 3.842 -5.514  C4 1.090
14 H -5.515 3.135 -7.780  C6 1.090
15 H -5.489 1.551 -8.293  C6 1.090
16 H -4.009 2.264 -8.257  C6 1.090
17 H -3.236 1.020 -3.454  N7 1.010
18 H -4.584 0.615 -2.932  N7 1.010
19 C 7.331 -5.677 1.469  O20 1.191, N21 1.332, N22 1.277
20 O 7.111 -6.370 0.526  C19 1.191
21 N 6.791 -4.462 1.543  C19 1.332, H23 1.010, H24 1.010
22 N 8.261 -5.886 2.318  C19 1.277, H25 1.010, H26 1.010
23 H 7.010 -3.811 2.283  N21 1.010
24 H 6.008 -4.272 0.933  N21 1.010
25 H 8.314 -5.178 3.036  N22 1.010
26 H 8.905 -6.656 2.205  N22 1.010
27 C 0.956 4.168 3.002  O28 1.225, N29 1.312, N30 1.293
28 O 0.765 5.226 3.589  C27 1.225
29 N 0.173 3.134 3.202  C27 1.312, H31 1.010, H32 1.010
30 N 1.803 3.968 2.046  C27 1.293, H33 1.010, H34 1.010
31 H 0.337 2.389 2.539  N29 1.010
32 H -0.582 3.301 3.852  N29 1.010
33 H 2.530 4.643 1.855  N30 1.010
34 H 1.974 2.992 1.849  N30 1.010
35 C 0.525 -3.506 6.214  O36 1.233, N37 1.256, N38 1.272
36 O 0.422 -3.857 7.392  C35 1.233
37 N 0.496 -2.294 5.885  C35 1.256, H39 1.010, H40 1.010
38 N 0.601 -4.358 5.273  C35 1.272, H41 1.010, H42 1.010
39 H 0.489 -1.687 6.693  N37 1.010
40 H 0.634 -1.992 4.932  N37 1.010
41 H 0.633 -5.318 5.584  N38 1.010
42 H 0.497 -3.974 4.345  N38 1.010

Summary:
DFT total energy: -96297.2352 eV
net charge: -1
multiplicity: 1
LUMO level: 2.324 eV
energy above the lowest of the compared OMol25 structures with the same formula, charge and spin: 116.68 kcal/mol

=====

(4)
Computed, not measured: an isolated molecule of C2HBrN2S2, with the ωB97M-V functional and the def2-TZVPD basis.

Each atom is followed by the atoms it is bonded to, with distances in Å.
Positions of all 8 atoms, in Å:
1 C -1.022 -1.275 0.145  N4 1.299, S6 2.225, Br7 1.901
2 C 1.239 -1.012 0.050  N4 1.381, S5 1.626, S6 2.090
3 N 0.870 -3.943 0.482  S6 1.443
4 N -0.021 -0.449 0.089  C1 1.299, C2 1.381, H8 0.955
5 S 2.689 -0.292 0.200  C2 1.626
6 S 0.420 -2.883 -0.388  C1 2.225, C2 2.090, N3 1.443
7 Br -2.789 -0.580 0.053  C1 1.901
8 H 0.013 0.493 -0.069  N4 0.955

Summary:
DFT total energy: -96777.6588 eV
structure (SMILES): N#S1=C(Br)NC1=S
multiplicity: 1
LUMO level (spin up / spin down): -1.680 / -1.681 eV
energy above the lowest of the compared OMol25 structures with the same formula, charge and spin: 119.55 kcal/mol